Below is a molecular structure, C39H59AlBrClLiNO13PV, with properties calculated with ωB97M-V/def2-TZVPD.

CARTESIAN COORDINATES (ANGSTROEM)
C: -4.82088 -0.73716 4.70865
C: -3.75446 -0.63949 3.63369
P: -2.25422 0.32384 4.05739
C: -3.11438 1.94304 3.89727
C: -1.10059 0.22349 2.68404
C: -1.41518 -0.50660 1.61131
C: -0.46830 -0.50274 0.45114
O: -0.24750 -1.48707 -0.20643
C: 0.13144 0.84917 0.18670
O: 0.27080 1.27808 -1.09051
C: -0.95927 1.18444 -1.82149
C: -1.53244 2.53794 -2.31953
C: -1.67011 2.44198 -3.84741
C: -0.76980 3.77617 -1.79244
C: -1.00783 5.05981 -2.64065
C: -0.90215 6.30721 -1.71407
C: 0.14256 5.13513 -3.63984
C: 0.50930 1.55475 1.25847
C: 1.19037 2.89239 1.21667
C: 2.65801 2.75308 1.67964
C: 3.47713 4.02523 1.44924
C: 3.90212 4.25358 0.01052
O: 5.03861 3.37698 -0.29371
C: 4.70169 2.46704 -1.21888
O: 4.34804 2.72991 -2.33662
C: 0.23072 0.95206 2.61236
O: 0.98628 0.99819 3.54764
H: -5.14100 0.22595 5.09197
H: -5.69796 -1.18070 4.22788
H: -4.52169 -1.43833 5.48738
H: -4.14859 -0.10426 2.72966
H: -3.41965 -1.62471 3.29313
H: -4.05847 1.87054 4.43602
H: -3.40275 2.08181 2.85004
H: -2.56380 2.79775 4.25329
H: -2.33614 -1.06584 1.50383
H: -1.74232 0.66772 -1.26391
H: -0.75469 0.55756 -2.69082
H: -2.55451 2.61723 -1.93348
H: -2.26929 3.24123 -4.28485
H: -0.70751 2.33321 -4.34460
H: -2.22490 1.52405 -4.06210
H: -1.18714 4.00447 -0.80904
H: 0.30554 3.63609 -1.74495
H: -1.98917 5.01931 -3.13664
H: -0.31689 6.02555 -0.84117
H: -0.36446 7.10538 -2.22205
H: -1.87670 6.66500 -1.32833
H: 1.02729 5.24458 -3.00803
H: 0.26515 4.20742 -4.19196
H: 0.11463 6.00954 -4.29154
H: 1.22247 3.25535 0.19200
H: 0.68269 3.59691 1.87907
H: 2.71363 2.51598 2.73887
H: 3.10363 1.93764 1.10052
H: 4.38971 3.91691 2.04208
H: 2.97808 4.91305 1.84361
H: 3.09086 4.13641 -0.70389
H: 4.24992 5.27852 -0.08588
H: 4.72510 1.41314 -0.89408
Li: -3.16160 6.01678 -3.01337
O: -5.84731 1.37042 2.83141
H: -6.24040 0.60312 3.25875
Cl: -1.23028 1.55689 5.72896
C: 4.99996 -0.81621 -3.93517
O: 4.12612 -0.27501 -2.96551
H: 4.59787 -1.78345 -4.23244
H: 5.06072 -0.17605 -4.81998
H: 6.00525 -0.96255 -3.52898
H: 4.45113 0.58549 -2.67638
O: 2.46480 6.70409 -1.35602
V: 3.45248 7.37446 -2.63274
O: 4.38647 8.01764 -3.89770
C: 3.31547 -0.56524 9.19740
C: 4.02518 0.47342 8.49309
C: 3.51218 0.75957 7.09783
O: 3.95139 1.64720 6.40248
C: 2.44873 -0.09660 6.59536
C: 1.74836 -1.14506 7.29841
C: 2.18975 -1.35589 8.73051
O: 1.65416 -2.14790 9.47373
O: 0.86786 -1.82553 6.82120
O: 4.95960 1.09958 8.94135
H: 3.62980 -0.80815 10.20791
H: 2.16844 0.11013 5.56427
C: 2.21037 -7.43324 -6.42793
C: 1.29533 -6.97824 -5.29996
C: 0.86479 -5.51750 -5.39912
C: 2.00675 -4.50460 -5.31018
C: 2.84329 -4.60538 -4.03501
C: 2.04065 -4.33797 -2.76340
H: 3.14638 -6.87848 -6.41684
H: 2.45213 -8.49132 -6.32661
H: 1.73975 -7.28936 -7.40567
H: 1.76499 -7.17536 -4.33658
H: 0.37202 -7.60090 -5.32006
H: 0.13079 -5.30742 -4.61080
H: 0.33617 -5.35506 -6.35795
H: 1.57944 -3.50201 -5.38187
H: 2.66190 -4.61139 -6.17854
H: 3.65078 -3.87470 -4.09592
H: 3.32569 -5.58573 -3.96720
H: 1.58655 -3.34644 -2.78940
H: 2.68707 -4.38406 -1.88802
H: 1.24581 -5.07301 -2.61814
N: -7.16538 -2.94617 2.45274
C: -7.30780 -4.20654 2.83641
C: -6.59308 -5.26234 2.27903
C: -5.69316 -4.99303 1.26816
C: -5.53024 -3.67815 0.83590
C: -6.28783 -2.70098 1.46907
H: -8.02545 -4.37921 3.63291
H: -6.74573 -6.27300 2.63587
H: -5.12240 -5.78831 0.80971
H: -4.84112 -3.41464 0.06273
H: -6.19242 -1.65648 1.18554
Al: -1.37835 -7.38551 -6.23954
Br: -5.75483 -4.39954 -1.79888

The calculation puts the total energy at -193830.5420 eV.

***

Below is 2 unconnected molecules or ions with the total composition CHN3O, with properties calculated with ωB97M-V/def2-TZVPD.

CARTESIAN COORDINATES (ANGSTROEM)
C: 0.56717 0.81771 0.08026
N: 1.31164 -0.02819 -0.23497
N: -2.06872 -0.82012 -0.42427
N: -1.72702 -1.57128 0.30538
O: -0.32221 1.55870 0.25006
H: 2.23913 0.04318 0.02355

For the relative energy (zero: lowest compared OMol25 entry of this formula, charge and spin), the calculation gives 0.0894 eV.

***

Below is a molecular structure, C19H11Cl3FIrN3O5, with properties calculated with ωB97M-V/def2-TZVPD.

CARTESIAN COORDINATES (ANGSTROEM)
Ir: 0.65781 0.05346 -0.94209
Cl: -0.34924 6.55154 0.39935
C: -0.85658 4.99352 0.17956
C: -0.31688 4.27247 -0.99668
C: -0.47295 2.80989 -0.99174
Cl: 2.48184 2.44436 0.51274
C: -1.16765 2.16209 0.14251
O: -1.25286 0.94754 0.21411
C: -1.96203 3.06397 1.05854
Cl: -3.02741 2.32594 2.08226
C: -1.76780 4.42396 1.06289
H: 0.49031 4.73656 -1.55115
H: -2.26393 5.03970 1.80121
F: 2.26422 -1.58462 0.62744
C: 1.78877 -0.35127 0.84322
C: 2.38498 0.62641 0.03523
N: 0.93603 2.71137 1.22789
C: 3.70901 3.30584 1.05286
C: 0.47561 1.86466 -1.71433
O: -1.31749 3.61933 -1.77891
O: 0.72419 1.95149 -2.87099
C: 0.67305 2.19873 2.48875
O: -0.11483 2.80179 3.17969
N: 1.14630 0.94557 2.92078
C: 1.21543 -0.28452 2.25561
O: 0.95436 -1.30836 2.80727
H: 3.28372 0.41339 -0.54019
H: 4.18602 3.83657 0.24461
H: 4.15930 3.07913 2.00547
H: 0.84837 0.78936 3.88070
N: -0.19314 -1.86247 -1.14479
C: -0.56716 -2.94585 -1.26271
C: -1.02186 -4.27839 -1.40749
C: -1.76021 -4.86453 -0.37215
C: -2.18814 -6.16841 -0.51947
C: -1.88545 -6.87074 -1.68139
C: -1.15234 -6.28250 -2.70664
C: -0.71201 -4.98062 -2.57870
H: -1.98266 -4.30317 0.52503
H: -2.75658 -6.64136 0.26871
H: -2.22515 -7.89216 -1.78917
H: -0.92532 -6.84213 -3.60293
H: -0.13963 -4.50755 -3.36491

For the relative energy (zero: lowest compared OMol25 entry of this formula, charge and spin), the calculation gives 11.1850 eV. The spin multiplicity is 2. The net charge is +2.